1.
This record from the OMol25 dataset describes a molecular structure, C13H16CoN5O6S2. The level of theory is ωB97M-V/def2-TZVPD.

Structure (ORCA input):
```
! RIJCOSX wB97M-V def2-TZVPD def2/J DEFGRID3
* xyz 0 1
Co -0.0040 0.7970 0.4160
N -1.9013 0.7684 0.7559
C -2.6366 1.4208 -0.3532
C -1.7454 1.4664 -1.5861
O -2.2249 1.5621 -2.7021
N -0.4228 1.3527 -1.2975
C 0.3742 0.5525 -2.2184
C 0.5749 -0.8311 -1.5785
O 1.1034 -1.7487 -2.1554
O 0.1190 -0.8997 -0.3362
H -2.2050 -0.1898 0.8932
H -2.0429 1.2950 1.6163
H -2.9251 2.4213 -0.0382
H -3.5375 0.8693 -0.6137
H 1.3522 0.9981 -2.4074
H -0.1381 0.4393 -3.1733
N 0.1720 7.6238 -2.8427
C 0.0516 6.7465 -1.7847
C 0.7216 6.9845 -0.5815
C 0.5663 6.1256 0.4896
C -0.2656 5.0184 0.3750
C -0.9459 4.7788 -0.8151
C -0.7894 5.6310 -1.8845
S -0.4149 3.9087 1.7242
O 0.2947 4.4928 2.8285
O -1.7929 3.5102 1.8706
N 0.3449 2.5436 1.2856
C 1.6432 2.4833 0.9141
S 2.9912 3.5423 1.0478
C 3.9566 2.3617 0.2103
C 3.2328 1.2636 -0.0947
N 1.9227 1.3394 0.3071
H 0.9766 8.2269 -2.8458
H -0.0835 7.2767 -3.7514
H 1.3619 7.8532 -0.4880
H 1.0769 6.3131 1.4239
H -1.5987 3.9249 -0.9099
H -1.3210 5.4369 -2.8079
H 4.9963 2.5480 0.0043
H 3.5885 0.3845 -0.6099
O 0.3558 -0.2301 2.1638
H 0.6826 -1.0380 1.7312
H 1.0780 0.1376 2.6874
*
```

Properties
Highest occupied orbital energy   -8.6 eV
LUMO   0.02 eV
Relative energy (zero: lowest compared OMol25 entry of this formula, charge and spin)   5.0 kJ/mol

2.
This record from the OMol25 dataset describes C3H6N2S in the gas phase. The level of theory is ωB97M-V/def2-TZVPD.

Structure (ORCA input):
```
! RIJCOSX wB97M-V def2-TZVPD def2/J DEFGRID3
* xyz 0 1
H -1.0723 1.8635 -0.4197
N -0.1806 1.4441 -0.1535
C -0.2163 0.1544 -0.1996
C 1.0658 -0.5875 -0.0539
C 2.2192 0.0392 0.0224
N -1.3440 -0.6686 -0.2345
S -2.8886 0.0202 -0.0613
H 0.9916 -1.6664 0.0586
H 3.1607 -0.5378 -0.0554
H 2.2856 1.0973 0.1176
H -1.2549 -1.6616 -0.2070
H -2.7662 0.5032 1.1863
*
```

Properties
SMILES string   [H]/N=C(/C=C)NS
Highest occupied orbital energy   -9.1 eV
LUMO   0.73 eV
Relative energy (zero: lowest compared OMol25 entry of this formula, charge and spin)   163.2 kJ/mol

3.
This record from the OMol25 dataset describes C9H9N3O2 in the gas phase. The level of theory is ωB97M-V/def2-TZVPD.

Structure (ORCA input):
```
! RIJCOSX wB97M-V def2-TZVPD def2/J DEFGRID3
* xyz 0 1
C -1.3963 0.4230 0.5631
C -0.7720 1.4506 -0.1529
C 0.5928 1.7110 0.0708
C 1.2702 0.9609 1.0622
C 0.5071 0.0318 1.7545
C -1.2953 -1.2955 -0.1775
C -1.1071 -0.1120 -0.9961
C 0.0365 0.5022 -1.2728
C 1.2306 -1.4885 -0.3552
H -2.4722 0.2046 0.3933
H -1.3981 1.9970 -0.8774
H 1.1396 2.4952 -0.4768
H 2.3409 1.1054 1.2233
H 1.0169 -0.5652 2.4931
H -0.2057 -3.1394 0.1422
H -1.9424 0.5434 -1.2718
H 0.0243 1.5852 -1.6813
H 2.0829 -0.0257 -1.3152
N -0.7621 -0.2906 1.4979
N -0.0654 -2.0385 -0.0204
N 1.2177 -0.1824 -0.7980
O -2.2952 -1.7968 0.2332
O 2.2526 -2.0758 -0.0379
*
```

Properties
Highest occupied orbital energy   -6.4 eV
LUMO   -0.41 eV
Relative energy (zero: lowest compared OMol25 entry of this formula, charge and spin)   1368.3 kJ/mol

4.
This record from the OMol25 dataset describes a molecular structure, C19H19IN7PdS. The level of theory is ωB97M-V/def2-TZVPD.

Structure (ORCA input):
```
! RIJCOSX wB97M-V def2-TZVPD def2/J DEFGRID3
* xyz 3 1
Pd -0.4206 -1.1952 -1.1126
S -0.2378 4.2664 4.1063
N -0.2576 2.6731 4.3442
C -0.2286 2.1098 3.1417
C -0.2472 0.6785 2.8790
C -0.3192 -0.2953 3.8814
C -0.3461 -1.6210 3.5133
C -0.3045 -1.9491 2.1561
N -0.2335 -1.0366 1.1948
C -0.2075 0.2612 1.5512
C -0.1477 1.2387 0.4477
N -0.1129 0.7767 -0.8327
C -0.1004 1.6400 -1.8529
C -0.1041 3.0144 -1.6585
C -0.1278 3.5076 -0.3706
C -0.1477 2.6122 0.7015
C -0.1850 3.0390 2.0920
N -0.1819 4.3047 2.4971
H -0.3565 0.0073 4.9196
H -0.4076 -2.4052 4.2542
H -0.3401 -2.9848 1.8369
H -0.0913 1.2142 -2.8483
H -0.0973 3.6719 -2.5159
H -0.1383 4.5721 -0.1737
N 5.3653 -0.7311 -1.0983
C 4.1692 -1.5296 -1.5732
C 2.8467 -0.9135 -1.1101
N 1.7008 -1.6933 -1.6063
H 6.2396 -1.1637 -1.4191
H 5.4193 -0.6779 -0.0759
H 5.3615 0.2291 -1.4572
H 4.3075 -2.5384 -1.1846
H 4.2429 -1.5647 -2.6601
H 2.7480 0.1107 -1.4752
H 2.7914 -0.8812 -0.0200
H 1.7584 -2.6598 -1.2908
H 1.6934 -1.7287 -2.6242
I -1.5766 -3.5576 -1.8022
C -3.0232 -2.0924 -1.5109
C -4.3802 -2.2965 -1.5695
C -5.1748 -1.1735 -1.3493
C -4.5799 0.0537 -1.0878
C -3.2035 0.1495 -1.0462
N -2.4311 -0.9274 -1.2635
H -4.8046 -3.2687 -1.7744
H -6.2526 -1.2655 -1.3830
H -5.1804 0.9367 -0.9204
H -2.6957 1.0832 -0.8494
*
```

Properties
Highest occupied orbital energy   -16.6 eV
LUMO   -9.72 eV
Relative energy (zero: lowest compared OMol25 entry of this formula, charge and spin)   47.7 kJ/mol

5.
This record from the OMol25 dataset describes a molecular structure, C14H17IN2O2Pt. The level of theory is ωB97M-V/def2-TZVPD.

Structure (ORCA input):
```
! RIJCOSX wB97M-V def2-TZVPD def2/J DEFGRID3
* xyz 2 5
C 3.3455 3.9183 0.9882
C 4.3829 2.8633 0.6000
H 3.0075 4.4920 0.1278
H 3.8051 4.5972 1.7207
H 2.4759 3.4794 1.5048
H 4.0567 2.0847 -0.0958
H 5.2132 3.4311 0.1151
H 4.8168 2.3910 1.5022
C -2.4933 1.3252 -0.4759
C -3.6957 1.2350 -1.1771
C -3.9278 0.1318 -1.9962
C -2.9766 -0.8791 -2.0897
H -2.2331 2.1141 0.2268
H -4.4145 2.0475 -1.0676
H -4.8395 0.0509 -2.5768
H -3.1110 -1.7951 -2.6629
N -1.5324 0.4152 -0.7087
C -1.7350 -0.6848 -1.4570
C -0.6134 -1.5773 -1.5417
N 0.5148 -1.1904 -0.8887
C 1.4887 -2.0888 -0.6788
C 0.4219 -3.6730 -2.1490
C 1.5127 -3.3250 -1.3555
H 2.2578 -1.8048 0.0313
H 2.3624 -3.9966 -1.2447
C -0.6818 -2.8341 -2.1808
H -1.6137 -3.0923 -2.6735
H 0.3964 -4.6161 -2.7029
Pt 0.4175 0.6613 0.0978
I 0.2973 2.7885 1.3262
C -1.0908 -0.9365 3.8026
O -0.4156 -0.1285 2.7959
C -0.5063 -0.5072 1.5048
O -1.1341 -1.5219 1.1888
H -2.0350 -0.4589 4.0778
H -0.4312 -0.9698 4.6794
H -1.2921 -1.9462 3.4329
*
```

Properties
Expectation value of S²   6.02
Highest occupied orbital energy (alpha / beta)   -14.3 / -15.7 eV
LUMO (alpha / beta)   -7.12 / -11.46 eV
Relative energy (zero: lowest compared OMol25 entry of this formula, charge and spin)   0.0 kJ/mol

6.
This record from the OMol25 dataset describes 10 unconnected molecules or ions with the total composition C4H31N3O9. The level of theory is ωB97M-V/def2-TZVPD.

Structure (ORCA input):
```
! RIJCOSX wB97M-V def2-TZVPD def2/J DEFGRID3
* xyz 0 1
N 0.4164 -2.4496 1.1848
C 0.3116 -0.9667 1.2950
C -0.5989 -0.3216 0.2557
C 0.1721 0.3089 -0.8941
N 0.6295 1.6471 -0.5016
C -0.6886 0.2544 -2.1681
N -0.0110 0.8901 -3.2929
H 0.5921 -2.8179 2.1071
H 1.2015 -2.5908 0.5581
H 1.3009 -0.5259 1.4575
H -0.0483 -0.7440 2.3043
H -1.3172 -1.0808 -0.0630
H -1.2122 0.4239 0.7598
H 1.0868 -0.2453 -1.1316
H 1.0183 2.1154 -1.3177
H -0.2319 2.1550 -0.3114
H -0.9428 -0.8125 -2.2531
H -1.7053 0.5253 -1.9225
H 0.3009 0.1428 -3.9169
H -0.7074 1.3681 -3.8676
O -3.7505 0.1512 1.0058
H -3.5867 -0.5163 1.6853
H -4.7122 0.1734 0.9405
O -3.0444 3.5369 -0.1752
H -2.3030 3.5159 -0.7923
H -2.6313 3.1243 0.6060
O -2.3127 2.1973 2.1942
H -2.9252 1.4793 1.9435
H -2.0228 2.1099 3.1024
O 0.4365 -2.9268 -3.0943
H 1.3103 -3.2756 -2.8780
H 0.2827 -2.3366 -2.3466
O 3.6144 -1.5221 0.4760
H 3.9674 -1.3242 1.3539
H 3.2632 -0.6576 0.2182
O -2.7158 -2.9570 0.8764
H -1.7803 -2.8404 1.0970
H -2.7422 -3.7135 0.2765
O 2.9717 1.4546 1.0994
H 2.0622 1.7369 0.8607
H 3.5475 2.1693 0.8064
O 2.1998 -0.7590 3.9908
H 1.3842 -0.8881 4.4932
H 2.3906 0.1536 4.2463
O 2.7197 1.8616 -3.5137
H 3.0638 1.0060 -3.2434
H 1.7465 1.7712 -3.5108
*
```

Properties
SMILES string   NCC[C@H](N)CN.O.O.O.O.O.O.O.O.O
Highest occupied orbital energy   -9.7 eV
LUMO   0.09 eV
Relative energy (zero: lowest compared OMol25 entry of this formula, charge and spin)   9.1 kJ/mol